Record 1
{
  "formula": "C4H6O2",
  "method": "ωB97M-V with the def2-TZVPD basis set",
  "e_above_lowest_kj_mol": 208.5,
  "e_homo_ev": -9.96,
  "smiles": "O=CC1COC1",
  "spin_multiplicity": 1,
  "homo_lumo_gap_ev": 10.720,
  "elements": ["O", "C", "C", "C", "O", "C", "H", "H", "H", "H", "H", "H"],
  "xyz": [[0.05, 1.32, 2.20], [0.67, 0.78, 1.31], [0.16, 0.40, -0.04], [0.54, -0.92, -0.74], [-0.83, -1.22, -1.01], [-1.29, -0.06, -0.31], [1.78, 0.67, 1.36], [0.59, 1.24, -0.59], [1.11, -0.76, -1.66], [1.02, -1.70, -0.14], [-1.87, -0.34, 0.58], [-1.92, 0.57, -0.95]]
}



Record 2
{
  "formula": "C28H29ClMgN2O8SSi",
  "method": "ωB97M-V with the def2-TZVPD basis set",
  "e_above_lowest_kj_mol": 52.3,
  "e_homo_ev": -2.05,
  "spin_multiplicity": 1,
  "total_charge": -2,
  "homo_lumo_gap_ev": 5.994,
  "elements": ["Mg", "O", "C", "C", "C", "C", "C", "C", "N", "H", "H", "H", "H", "H", "H", "H", "O", "S", "O", "O", "O", "C", "Si", "C", "C", "N", "C", "C", "C", "C", "C", "C", "O", "C", "C", "C", "C", "C", "C", "H", "H", "H", "H", "H", "H", "H", "H", "H", "H", "H", "H", "H", "H", "H", "H", "H", "H", "Cl", "C", "C", "C", "C", "C", "C", "C", "O", "O", "H", "H", "H", "H"],
  "xyz": [[-0.47, -1.07, 0.21], [0.42, 2.25, 0.80], [-0.71, 3.05, 0.84], [-2.02, 2.38, 0.44], [-3.16, 3.18, 0.39], [-4.36, 2.61, -0.02], [-4.38, 1.27, -0.36], [-3.21, 0.54, -0.24], [-2.05, 1.08, 0.14], [0.20, 1.45, 1.33], [-0.55, 3.89, 0.16], [-0.85, 3.48, 1.84], [-3.11, 4.22, 0.66], [-5.26, 3.21, -0.07], [-5.29, 0.80, -0.71], [-3.19, -0.52, -0.46], [-1.06, -4.03, 1.86], [-1.11, -3.43, 0.53], [-1.57, -4.36, -0.48], [-1.99, -2.19, 0.56], [0.25, -2.87, 0.17], [-1.09, 1.32, 4.47], [-1.28, -0.29, 3.42], [-1.17, -1.78, 4.58], [-3.10, -0.17, 2.91], [-0.09, -0.27, 2.16], [1.23, -0.45, 2.50], [1.75, -0.48, 3.81], [3.10, -0.67, 4.08], [4.00, -0.84, 3.04], [3.53, -0.80, 1.73], [2.20, -0.58, 1.47], [1.67, -0.57, 0.19], [2.48, -0.43, -0.91], [2.31, -1.33, -1.96], [3.07, -1.19, -3.11], [4.00, -0.17, -3.22], [4.17, 0.72, -2.17], [3.42, 0.60, -1.01], [-1.92, 1.41, 5.18], [-1.12, 2.20, 3.81], [-0.16, 1.37, 5.03], [-2.05, -1.87, 5.22], [-0.28, -1.78, 5.22], [-1.12, -2.66, 3.93], [-3.74, -0.40, 3.77], [-3.28, -0.92, 2.14], [-3.37, 0.82, 2.54], [1.07, -0.38, 4.64], [3.43, -0.70, 5.11], [5.05, -1.01, 3.24], [4.22, -0.97, 0.92], [1.58, -2.11, -1.82], [2.93, -1.88, -3.93], [4.59, -0.06, -4.12], [4.89, 1.53, -2.25], [3.54, 1.30, -0.20], [1.51, 0.63, -8.01], [0.77, 0.25, -6.47], [-0.23, -0.71, -6.42], [-0.85, -0.97, -5.21], [-0.46, -0.31, -4.05], [0.58, 0.62, -4.12], [1.19, 0.91, -5.33], [-1.23, -0.51, -2.74], [-2.45, -0.59, -2.87], [-0.51, -0.54, -1.71], [-0.54, -1.23, -7.32], [-1.65, -1.70, -5.14], [0.90, 1.11, -3.21], [2.00, 1.63, -5.39]]
}



Record 3
{
  "formula": "C21H26ClF3N4O",
  "method": "ωB97M-V with the def2-TZVPD basis set",
  "e_above_lowest_kj_mol": 0.0,
  "e_homo_ev": -7.49,
  "smiles": "Cc1ccc(C)n1CCN1CCN(CC(=O)Nc2cc(C(F)(F)F)ccc2Cl)CC1",
  "spin_multiplicity": 1,
  "homo_lumo_gap_ev": 7.889,
  "elements": ["C", "C", "C", "C", "C", "C", "N", "C", "C", "N", "C", "C", "N", "C", "C", "O", "N", "C", "C", "C", "C", "F", "F", "F", "C", "C", "C", "Cl", "C", "C", "H", "H", "H", "H", "H", "H", "H", "H", "H", "H", "H", "H", "H", "H", "H", "H", "H", "H", "H", "H", "H", "H", "H", "H", "H", "H"],
  "xyz": [[1.67, 1.00, -0.72], [2.47, 2.02, 0.01], [3.77, 1.96, 0.44], [4.06, 3.18, 1.09], [2.93, 3.96, 1.02], [2.71, 5.34, 1.53], [1.97, 3.25, 0.36], [0.62, 3.69, 0.14], [-0.31, 3.32, 1.30], [-0.78, 1.95, 1.19], [-2.00, 1.85, 0.40], [-2.32, 0.38, 0.14], [-2.50, -0.29, 1.42], [-3.04, -1.63, 1.33], [-2.07, -2.62, 0.69], [-1.27, -3.28, 1.32], [-2.15, -2.63, -0.68], [-1.37, -3.31, -1.60], [-0.35, -4.19, -1.24], [0.39, -4.83, -2.21], [1.48, -5.77, -1.76], [2.13, -6.35, -2.78], [1.00, -6.77, -1.01], [2.40, -5.15, -1.02], [0.14, -4.63, -3.56], [-0.87, -3.76, -3.94], [-1.61, -3.11, -2.97], [-2.87, -2.02, -3.47], [-1.29, -0.19, 2.21], [-0.97, 1.28, 2.46], [0.74, 0.81, -0.20], [1.44, 1.33, -1.74], [2.24, 0.08, -0.79], [4.44, 1.14, 0.32], [4.99, 3.46, 1.54], [3.60, 5.68, 2.05], [1.87, 5.38, 2.23], [2.50, 6.03, 0.72], [0.24, 3.25, -0.79], [0.63, 4.78, 0.01], [-1.15, 4.04, 1.35], [0.25, 3.42, 2.23], [-1.86, 2.36, -0.55], [-2.85, 2.32, 0.93], [-3.25, 0.31, -0.43], [-1.50, -0.06, -0.45], [-3.23, -1.98, 2.35], [-3.98, -1.60, 0.78], [-2.87, -2.05, -1.11], [-0.15, -4.35, -0.19], [0.72, -5.14, -4.31], [-1.08, -3.59, -4.98], [-1.45, -0.70, 3.16], [-0.43, -0.66, 1.70], [-0.04, 1.35, 3.03], [-1.79, 1.73, 3.04]]
}



Record 4
{
  "formula": "C5H6Cl2S",
  "method": "ωB97M-V with the def2-TZVPD basis set",
  "e_above_lowest_kj_mol": 232.0,
  "e_homo_ev": -9.07,
  "smiles": "ClC(Cl)/C=C/[C@@H]1CS1",
  "spin_multiplicity": 1,
  "homo_lumo_gap_ev": 9.789,
  "elements": ["Cl", "C", "Cl", "C", "C", "C", "C", "S", "H", "H", "H", "H", "H", "H"],
  "xyz": [[-3.16, 1.27, -0.84], [-2.35, -0.12, 0.03], [-2.96, -1.58, -0.62], [-0.79, 0.06, 0.07], [0.18, -0.75, -0.18], [1.63, -0.55, 0.14], [2.10, 0.83, 0.03], [2.78, -0.28, -1.18], [-2.69, 0.13, 1.13], [-0.58, 0.96, 0.71], [-0.16, -1.68, -0.60], [1.80, -1.29, 0.94], [1.36, 1.53, -0.44], [2.84, 1.48, 0.81]]
}



Record 5
{
  "formula": "C24H28Cl40FN4O3S",
  "method": "ωB97M-V with the def2-TZVPD basis set",
  "e_homo_ev": [-8.79, -9.65],
  "spin_multiplicity": 2,
  "homo_lumo_gap_ev": [8.802, 9.541],
  "elements": ["C", "C", "C", "C", "C", "C", "C", "C", "C", "N", "C", "N", "N", "S", "O", "O", "F", "C", "C", "C", "C", "N", "O", "H", "H", "H", "H", "H", "H", "H", "H", "H", "H", "H", "H", "H", "H", "H", "H", "H", "H", "H", "H", "H", "H", "H", "H", "H", "H", "H", "H", "C", "Cl", "Cl", "Cl", "Cl", "C", "Cl", "Cl", "Cl", "Cl", "C", "Cl", "Cl", "Cl", "Cl", "C", "Cl", "Cl", "Cl", "Cl", "C", "Cl", "Cl", "Cl", "Cl", "C", "Cl", "Cl", "Cl", "Cl", "C", "Cl", "Cl", "Cl", "Cl", "C", "Cl", "Cl", "Cl", "Cl", "C", "Cl", "Cl", "Cl", "Cl", "C", "Cl", "Cl", "Cl", "Cl"],
  "xyz": [[3.66, 2.00, 0.91], [3.62, 3.09, -0.17], [5.04, 3.09, -0.80], [2.67, 2.77, -1.32], [1.15, 2.99, -1.05], [0.56, 3.73, -2.25], [-0.99, 3.76, -2.32], [-1.67, 5.00, -1.69], [-2.97, 4.56, -1.00], [-2.65, 4.10, 0.36], [-3.73, 3.47, 1.02], [-4.83, 3.21, 0.45], [-3.46, 3.12, 2.39], [0.41, 1.33, -0.86], [-0.75, 1.40, -0.03], [1.37, 0.37, -0.45], [-0.05, 1.01, -2.32], [0.96, 3.70, 0.30], [1.97, 4.80, 0.64], [1.79, 5.13, 2.12], [1.72, 6.12, -0.11], [3.41, 4.43, 0.40], [4.22, 4.72, 1.34], [2.66, 1.75, 1.25], [4.23, 2.32, 1.77], [4.06, 1.07, 0.50], [5.21, 4.07, -1.26], [5.79, 3.00, -0.02], [5.16, 2.29, -1.51], [2.93, 3.47, -2.12], [2.92, 1.78, -1.68], [0.92, 4.75, -2.29], [0.91, 3.25, -3.16], [-1.25, 3.75, -3.37], [-1.46, 2.87, -1.89], [-1.98, 5.66, -2.51], [-1.02, 5.51, -0.99], [-3.68, 5.39, -0.99], [-3.43, 3.76, -1.59], [-1.97, 3.35, 0.23], [-5.45, 2.79, 1.14], [-2.87, 2.29, 2.38], [-2.85, 3.85, 2.75], [-0.01, 4.19, 0.27], [0.89, 3.00, 1.13], [0.72, 5.29, 2.29], [2.28, 6.06, 2.39], [2.09, 4.30, 2.76], [2.38, 6.86, 0.35], [2.04, 6.06, -1.15], [0.68, 6.43, -0.03], [-0.72, -3.35, -0.09], [-0.89, -1.75, -0.83], [0.99, -3.69, 0.19], [-1.60, -3.39, 1.44], [-1.40, -4.57, -1.18], [-0.32, -7.59, 1.60], [-0.67, -9.27, 2.06], [-0.17, -6.60, 3.06], [1.21, -7.54, 0.71], [-1.63, -6.96, 0.60], [1.03, -0.31, 4.46], [0.23, -1.35, 3.29], [2.78, -0.48, 4.30], [0.57, 1.37, 4.19], [0.55, -0.79, 6.10], [-0.74, -9.28, -3.46], [0.50, -10.18, -4.33], [-1.21, -7.86, -4.41], [-2.16, -10.31, -3.21], [-0.11, -8.76, -1.90], [7.13, 6.81, 0.17], [7.90, 5.51, -0.75], [6.90, 6.29, 1.84], [8.18, 8.24, 0.13], [5.57, 7.21, -0.56], [-4.95, 1.26, -3.66], [-5.15, 2.79, -4.53], [-3.23, 0.86, -3.56], [-5.60, 1.43, -2.03], [-5.80, -0.02, -4.52], [-6.30, -9.32, -3.76], [-4.68, -8.67, -4.03], [-7.51, -8.10, -4.17], [-6.53, -10.75, -4.77], [-6.47, -9.77, -2.06], [7.33, 9.77, 4.36], [7.91, 11.43, 4.50], [6.72, 9.23, 5.93], [6.02, 9.71, 3.17], [8.65, 8.72, 3.85], [-9.41, -11.73, 0.37], [-8.18, -12.65, -0.50], [-9.87, -10.31, -0.58], [-10.83, -12.75, 0.63], [-8.76, -11.21, 1.93], [0.67, -13.69, 1.96], [-0.12, -14.68, 3.19], [2.42, -13.75, 2.20], [0.27, -14.29, 0.35], [0.12, -12.01, 2.12]]
}



Record 6
{
  "formula": "C9H8ClO3",
  "method": "ωB97M-V with the def2-TZVPD basis set",
  "e_above_lowest_kj_mol": 144.5,
  "e_homo_ev": -1.88,
  "spin_multiplicity": 1,
  "total_charge": -1,
  "homo_lumo_gap_ev": 5.279,
  "elements": ["C", "C", "C", "C", "C", "C", "C", "C", "C", "O", "O", "O", "Cl", "H", "H", "H", "H", "H", "H", "H", "H"],
  "xyz": [[2.67, -0.85, 0.92], [2.27, -1.04, -0.40], [1.96, 0.06, 1.69], [1.19, -0.38, -0.92], [0.88, 0.74, 1.19], [0.44, 0.54, -0.15], [-1.76, -1.83, -1.89], [-2.46, 1.24, 0.70], [-0.54, 1.39, -0.68], [-2.32, -1.71, -0.89], [-1.26, -2.15, -2.87], [-1.46, 2.05, 0.09], [-1.31, 0.83, -2.24], [3.52, -1.38, 1.32], [2.82, -1.74, -1.03], [2.27, 0.23, 2.72], [0.91, -0.55, -1.95], [0.35, 1.45, 1.81], [-3.06, 1.89, 1.34], [-2.01, 0.44, 1.30], [-3.10, 0.78, -0.06]]
}